Record 1
Below is a molecular structure, C45H40HgN6O2PS2 in a non-equilibrium geometry, with properties calculated with ωB97M-V with the def2-TZVPD basis set.

The geometry in ORCA input format:
```
! RIJCOSX wB97M-V def2-TZVPD def2/J DEFGRID3
* xyz -1 1
Hg -0.5289 0.6133 -1.3502
S -0.5200 -0.1395 -3.9045
S -7.8000 -3.7441 -0.2788
P 1.8025 0.4882 -0.1393
O -8.1587 -4.5710 -1.4420
O -0.7871 2.5457 -2.6773
N -0.9324 1.7103 1.1161
N -2.4591 -0.0262 -0.5091
N -0.3363 2.5778 -3.9095
N 1.3060 3.0663 0.3405
N 3.0043 4.7175 0.6742
N -0.2680 2.4222 1.9583
C 3.0086 1.1742 -1.3889
C -8.7874 -4.4405 1.0828
C -4.6607 -6.2501 0.1058
C 4.1961 2.8244 3.5745
C 3.9512 1.2867 -3.5504
C 2.9753 0.7426 -2.6922
C -2.3069 1.6471 1.3197
C 1.4487 1.4064 4.6588
C 1.8003 3.2574 2.8366
C -6.1779 -4.4313 0.2233
C -5.3188 -3.6726 1.0767
C 4.0648 1.9662 -0.9160
C 1.9682 1.0451 1.5012
C -2.9756 0.7089 0.5352
C 1.3839 2.6561 4.1688
C 5.5564 3.1240 3.5776
C -0.0846 1.4413 -4.5920
C 1.2463 -3.5295 0.0170
C 0.3643 3.9066 -5.7238
C -4.1994 -4.3624 1.5403
C -3.7942 -5.6108 1.0128
C -0.0295 3.8149 -4.4619
C -5.8915 -5.6636 -0.2098
C -4.5621 -1.0027 -0.9134
C -3.1948 -0.8288 -1.1987
C 3.3001 3.4405 2.7460
C -5.1182 -0.3266 0.1203
C 2.5351 -4.0874 -0.0198
C 2.1494 -1.2511 -0.0809
C -2.4301 -6.2295 1.3652
C 3.6280 -3.2461 -0.0531
C 3.8041 4.3252 1.7673
C 2.3505 0.2081 2.5676
C 5.9798 4.2168 2.8112
C 2.0458 0.2944 3.9018
C -4.2930 0.3434 0.9589
C 3.4314 -1.8170 -0.0368
C 0.6226 2.7604 -6.4914
C 1.0774 -2.1477 -0.0363
C 5.0918 4.7454 1.8652
C 1.1914 2.4352 1.6212
C 5.0387 2.1048 -3.1395
C 1.9893 4.0834 -0.0131
C 0.3960 1.5280 -5.9428
C 5.1038 2.4095 -1.7351
H -4.4787 -7.1656 -0.4451
H 0.6847 0.5519 -6.4467
H -6.7014 -6.1420 -0.7747
H 2.1134 0.1485 -3.0653
H 5.4102 5.5410 1.2637
H 2.7107 -5.1636 0.0291
H 5.7536 2.5085 -3.7960
H 1.0817 1.2379 5.6844
H 7.0012 4.7366 3.0446
H -0.0962 4.7752 -3.7919
H 0.6453 4.9252 -6.0916
H 4.0039 2.0947 0.2012
H 3.9272 0.9969 -4.5812
H -1.6353 -5.5361 1.2248
H -4.6132 0.8592 1.9124
H 2.1887 -0.6014 4.5361
H 2.8808 -0.6671 2.2830
H 3.6272 5.1566 0.0289
H -2.2074 -7.0796 0.6302
H 0.3245 -4.0886 -0.0044
H 0.0359 -1.9015 0.1640
H 1.1822 2.9726 -7.4298
H -8.1350 -5.2540 1.3207
H -5.1547 -1.4579 -1.7067
H 0.9274 3.4291 4.7419
H 1.8705 4.6606 -0.9359
H -2.7666 2.2698 2.0993
H -9.6385 -4.8221 0.4789
H 1.3489 4.2856 2.7797
H 3.9269 2.0898 4.3007
H -5.5719 -2.6839 1.4536
H -2.4363 -6.6857 2.3434
H 4.2835 -1.1791 -0.1769
H -3.6058 -3.8861 2.2741
H -8.9598 -3.7673 1.8972
H 6.2389 2.6268 4.2238
H 5.9924 2.9713 -1.4780
H -6.2278 -0.4651 0.4097
H 4.6277 -3.6734 -0.1739
H -2.7559 -1.2775 -2.0655
*
```

Summary:
**Relative energy (zero: lowest compared OMol25 entry of this formula, charge and spin)**: 3.404 eV
**Strongest force on any atom**: 4.1 eV/A
**HOMO-LUMO gap**: 5.374 eV

Here are the Löwdin charges for atoms 1 to 6, given in e: atom 1 (Hg): 0.895, atom 2 (S): 0.515, atom 3 (S): 0.882, atom 4 (P): 0.963, atom 5 (O): -0.551, atom 6 (O): -0.258

Record 2
Below is 2 unconnected molecules or ions with the total composition C2H7NO2 in a non-equilibrium geometry, with properties calculated with ωB97M-V with the def2-TZVPD basis set.

The geometry in ORCA input format:
```
! RIJCOSX wB97M-V def2-TZVPD def2/J DEFGRID3
* xyz 0 1
O 0.8047 -2.3190 1.1548
O -0.3144 2.0719 -1.6658
N 0.6233 -0.0802 1.5510
C 0.3900 -1.2102 0.8059
C -0.5828 -0.9341 -0.3147
H -0.6793 0.0609 -0.7390
H 0.1463 2.6667 -1.0968
H 0.2857 1.8826 -2.4104
H 0.9589 -0.0795 2.4757
H 0.3879 0.8133 1.2511
H -0.4002 -1.7490 -1.0876
H -1.6201 -1.1234 0.0758
*
```

Summary:
**Relative energy (zero: lowest compared OMol25 entry of this formula, charge and spin)**: 0.726 eV
**Strongest force on any atom**: 2.7 eV/A
**HOMO-LUMO gap**: 10.237 eV

Here are the natural (NBO) charges for atoms 1 to 6, given in e: atom 1 (O): -0.609, atom 2 (O): -0.942, atom 3 (N): -0.825, atom 4 (C): 0.674, atom 5 (C): -0.746, atom 6 (H): 0.254

Record 3
Below is a molecular structure, C10H20CuO14S3 in a non-equilibrium geometry, with properties calculated with ωB97M-V with the def2-TZVPD basis set.

The geometry in ORCA input format:
```
! RIJCOSX wB97M-V def2-TZVPD def2/J DEFGRID3
* xyz -2 2
Cu -0.0894 -0.3631 0.8203
S -2.8710 1.7914 -1.7743
S -1.7704 -2.4274 0.2644
S -0.6727 1.4785 2.7305
O -2.6765 2.9715 -2.6137
O -2.4172 -3.3231 1.2359
O 2.0054 -0.3791 1.4107
O -0.3300 -2.4667 0.3858
O -2.0033 1.9483 2.7662
O -1.7422 1.0749 -1.1698
O -2.0543 -1.0241 0.5161
O -3.8297 0.6758 -2.5587
O -0.5814 0.0717 2.9199
O -0.0573 2.2734 3.7681
O -0.1674 1.6375 1.3633
O -3.9641 1.9665 -0.5798
O 0.7735 0.0183 -1.0603
O -2.0337 -2.7201 -1.1102
C -5.1126 0.4408 -1.9628
C 2.7073 -1.6716 1.6232
C 3.3972 -1.4680 3.0004
C 3.5431 0.1242 3.2394
C 1.2477 1.1989 -1.6277
C -4.8368 0.8543 -0.4989
C 2.7927 0.6548 1.9727
C 1.7419 -0.6736 -3.1671
C 0.6431 -0.9836 -2.1457
C 2.1578 0.7962 -2.8551
H 0.4107 1.8807 -1.7783
H 2.5768 -1.3689 -3.0801
H 1.9419 1.5556 -3.6065
H -5.8103 1.0605 -0.0541
H 2.1661 1.5096 2.2269
H 4.3024 -2.0540 3.1595
H -5.5036 -0.5732 -2.0463
H 3.1173 0.4459 4.1898
H 0.7152 -1.9955 -1.7469
H 1.9996 -2.5000 1.6531
H -0.3368 -1.0420 -2.6194
H 2.7448 -1.9450 3.7318
H 1.3646 -0.7022 -4.1894
H 3.2319 0.8648 -2.6829
H 4.6041 0.3727 3.2135
H -5.7705 1.1649 -2.4433
H 3.4366 0.8367 1.1122
H -4.4111 0.0615 0.1162
H 3.5148 -1.7907 0.9009
H 1.9059 1.7419 -0.9495
*
```

Summary:
**Relative energy (zero: lowest compared OMol25 entry of this formula, charge and spin)**: 2.858 eV
**Strongest force on any atom**: 5.8 eV/A
**<S²>**: 0.75
**HOMO-LUMO gap (alpha / beta)**: 5.702 / 5.686 eV

Here are the natural (NBO) charges for atoms 1 to 6, given in e: atom 1 (Cu): 1.521, atom 2 (S): 2.478, atom 3 (S): 2.628, atom 4 (S): 2.636, atom 5 (O): -0.890, atom 6 (O): -1.052

Record 4
Below is a molecular structure, C26H18CoF5N5OS4Se, with properties calculated with ωB97M-V with the def2-TZVPD basis set.

The geometry in ORCA input format:
```
! RIJCOSX wB97M-V def2-TZVPD def2/J DEFGRID3
* xyz -1 5
Se -0.7200 -2.9844 -2.3193
Co -0.2470 0.1680 0.7151
S -3.7534 2.3509 -0.8353
S 0.6021 -1.9076 0.0213
S 0.0793 -0.5641 2.9583
S -1.1230 1.0735 -1.7429
F 2.6663 -0.2132 -5.2052
F 0.2321 -0.7427 -4.2626
F 4.4061 -3.9124 -2.8811
F 4.7756 -1.7848 -4.5274
F 1.9787 -4.4783 -1.9314
O 1.1163 1.6819 0.5420
N -0.5046 -7.6370 1.9545
N -2.1110 1.0911 0.6934
N -1.1521 -5.9552 5.6335
N 2.0840 2.0764 -1.4566
N 0.9278 3.7747 -0.3429
C 2.6237 0.7258 -1.4290
C 2.0960 -3.4247 -2.7382
C 0.0259 -4.2599 1.2545
C -5.2781 2.6661 1.5331
C -5.3755 2.4104 2.8911
C -2.2706 1.4623 -0.5649
C -4.3730 1.6968 3.5531
C -0.8763 -5.3120 4.7215
C 1.8484 4.8499 -0.6758
C 0.0020 4.0999 0.7317
C -0.3069 -5.0815 2.3230
C -0.0791 -2.2869 2.6744
C -0.4216 -6.5023 2.1201
C -3.1564 1.4854 1.5124
C -0.4088 -3.1324 3.7366
C -4.1628 2.1983 0.8507
C -3.2601 1.2299 2.8772
C 3.3640 -3.1474 -3.2197
C 1.8784 2.6240 -2.7879
C 2.4772 -1.2756 -4.4099
C 1.2200 -1.5707 -3.9122
C 0.9892 -2.6485 -3.0654
C 1.3608 2.4753 -0.3875
C 3.5548 -2.0656 -4.0595
C -0.5253 -4.5043 3.5792
C 0.1432 -2.8828 1.4098
H 1.4513 1.8489 -3.4282
H -4.4688 1.4990 4.6129
H 2.6243 4.4997 -1.3493
H 2.3283 5.2362 0.2304
H 2.8238 2.9613 -3.2206
H 1.8616 -0.0046 -1.7129
H -2.4777 0.6659 3.3703
H -6.0561 3.2127 1.0160
H -0.4994 5.0336 0.4750
H 0.5156 4.2198 1.6909
H 2.9776 0.4784 -0.4323
H -0.7434 3.3170 0.8325
H 3.4530 0.6776 -2.1361
H 1.1753 3.4507 -2.7533
H 0.1937 -4.6953 0.2776
H -6.2385 2.7624 3.4409
H 1.3129 5.6692 -1.1588
H -0.5800 -2.6990 4.7130
*
```

Summary:
**Relative energy (zero: lowest compared OMol25 entry of this formula, charge and spin)**: 0.000 eV
**Strongest force on any atom**: 0.4 eV/A
**<S²>**: 6.02
**HOMO-LUMO gap (alpha / beta)**: 6.833 / 6.128 eV

Here are the natural (NBO) charges for atoms 1 to 6, given in e: atom 1 (Se): 0.096, atom 2 (Co): 1.323, atom 3 (S): 0.374, atom 4 (S): -0.306, atom 5 (S): -0.422, atom 6 (S): -0.296